(1)
Molecular formula: C20H23N3O3
Method: DFT, wB97M-V/def2-TZVPD

XYZ file:
```
49
Properties=species:S:1:pos:R:3:forces:R:3
C -1.4081 1.1527 -2.3070 -0.19 0.13 0.13
C -2.4798 1.7417 -1.3866 0.23 0.12 -0.18
N -2.8388 0.9100 -0.2574 -0.15 0.01 -0.14
C -3.8889 -0.0546 -0.4656 0.00 -0.36 0.07
C -3.4018 -1.4311 -0.9785 -0.19 0.11 -0.11
N -2.2656 -1.9099 -0.2320 -0.38 -0.07 0.17
C -1.0402 -2.0425 -0.7852 0.10 -0.19 0.56
O -0.8447 -2.0169 -1.9814 0.20 0.06 -0.43
C 0.0645 -2.2678 0.2374 0.42 0.19 -0.39
C 1.3999 -1.7676 -0.3056 -0.34 -0.67 -0.16
O 1.3680 -0.3478 -0.2855 0.13 0.12 0.20
C 2.5632 0.2953 -0.3737 0.35 0.15 -0.12
C 2.5980 1.6117 -0.8107 -0.05 -0.26 0.07
C 3.8017 2.2925 -0.8703 0.03 0.07 -0.01
C 4.9799 1.6666 -0.5012 0.04 0.01 0.03
C 4.9553 0.3563 -0.0558 -0.15 0.00 -0.04
C 3.7526 -0.3287 0.0152 -0.28 0.21 -0.13
N 3.6804 -1.6314 0.5122 0.45 0.06 0.16
C 2.5598 -2.3881 0.4737 -0.18 0.05 0.04
O 2.5020 -3.4898 0.9744 -0.07 -0.15 -0.04
C -2.0307 0.8625 0.8618 0.06 0.17 0.19
C -0.8181 1.5642 0.9214 -0.08 0.11 -0.10
C -0.0036 1.5083 2.0338 -0.02 -0.03 0.15
C -0.3613 0.7631 3.1434 0.15 0.02 0.12
C -1.5736 0.0968 3.1237 0.03 -0.04 0.02
C -2.3937 0.1448 2.0130 -0.17 -0.04 0.07
H -1.0922 1.9032 -3.0283 0.07 0.08 -0.11
H -1.7849 0.2924 -2.8515 0.02 -0.10 -0.05
H -0.5440 0.8238 -1.7361 0.12 -0.05 0.01
H -3.3909 1.9224 -1.9655 0.06 0.05 0.11
H -2.1488 2.7119 -1.0036 -0.08 -0.02 -0.06
H -4.4473 -0.1953 0.4630 -0.06 0.04 -0.10
H -4.5891 0.3497 -1.2013 0.00 -0.02 0.11
H -4.2292 -2.1462 -0.9113 0.02 0.06 -0.11
H -3.0776 -1.3679 -2.0189 -0.11 -0.04 0.09
H -2.3435 -1.9020 0.7732 0.22 0.01 -0.12
H 0.1614 -3.3357 0.4451 -0.05 0.07 0.00
H -0.1610 -1.7401 1.1654 0.00 -0.03 0.08
H 1.4962 -2.1058 -1.3541 0.01 0.07 0.24
H 1.6746 2.0862 -1.0984 -0.16 0.04 -0.07
H 3.8173 3.3159 -1.2119 0.00 0.09 -0.04
H 5.9178 2.1969 -0.5528 0.08 0.05 -0.01
H 5.8651 -0.1398 0.2491 0.10 -0.07 0.03
H 4.5021 -2.0287 0.9496 -0.22 -0.05 -0.02
H -0.4871 2.1588 0.0888 0.02 0.02 -0.17
H 0.9313 2.0506 2.0250 0.08 0.04 -0.02
H 0.2839 0.7086 4.0066 0.05 0.01 0.07
H -1.8915 -0.4739 3.9853 -0.04 -0.03 0.05
H -3.3386 -0.3750 2.0690 -0.06 -0.03 -0.05
```
Forces are in eV/Å.

LUMO	0.79	eV
structure (SMILES)	CCN(CCNC(=O)C[C@H]1Oc2ccccc2NC1=O)c1ccccc1
2S+1	1
relative energy (zero: lowest compared OMol25 entry of this formula, charge and spin)	83.0	kJ/mol
Kohn-Sham gap	0.3094	Eh


(2)
Molecular formula: C20H23N3O3
Method: DFT, wB97M-V/def2-TZVPD

XYZ file:
```
49
Properties=species:S:1:pos:R:3:forces:R:3
C 4.1514 2.8598 -7.1700 0.06 -0.29 0.34
C 4.1628 1.7125 -6.1720 -0.08 0.03 -0.17
O 4.8852 2.1244 -5.0309 -0.05 0.27 -0.17
C 5.1615 1.1082 -4.0983 -0.06 -0.35 0.23
C 3.9515 0.6761 -3.2634 0.19 0.46 -0.14
C 3.3842 1.8577 -2.4724 0.22 -0.10 -0.14
N 2.1869 1.5066 -1.7482 -0.16 0.06 -0.24
C 2.2001 1.2163 -0.4234 -0.16 0.07 -0.20
O 3.2094 1.2896 0.2524 0.21 -0.09 0.17
C 0.8830 0.8031 0.1444 -0.19 0.01 0.13
C 0.9179 -0.0187 1.2823 0.04 0.01 0.03
C -0.2276 -0.4655 1.9017 0.03 -0.05 0.08
C -1.4365 -0.0699 1.3494 0.41 0.52 -0.53
C -1.4908 0.7925 0.2275 0.13 -0.56 0.64
C -0.3247 1.2311 -0.3847 0.12 -0.13 0.14
N -2.8023 1.0710 -0.0717 -0.39 0.33 -0.32
C -3.4970 0.4295 0.8111 -0.08 0.14 -0.27
N -2.7467 -0.2865 1.7035 0.10 0.03 -0.17
C -3.2446 -1.0867 2.7443 -0.09 -0.34 0.33
C -4.1649 -0.5624 3.6379 0.16 -0.10 -0.08
C -4.6727 -1.3440 4.6612 -0.10 -0.05 0.06
C -4.2512 -2.6538 4.7907 -0.05 0.10 0.01
C -3.3393 -3.1945 3.8987 0.19 -0.13 -0.13
C -2.8313 -2.4265 2.8584 -0.02 0.13 -0.11
O -1.9672 -2.8700 1.9077 -0.34 0.41 0.17
C -1.4987 -4.1942 1.9817 0.11 -0.30 0.01
H 3.5975 2.5744 -8.0600 -0.06 0.01 -0.11
H 5.1693 3.1185 -7.4476 0.09 0.04 -0.07
H 3.6852 3.7326 -6.7217 -0.07 0.11 0.00
H 4.6421 0.8248 -6.6151 -0.07 0.05 0.08
H 3.1302 1.4420 -5.9050 0.11 -0.03 -0.02
H 5.9239 1.5311 -3.4390 0.01 -0.12 -0.02
H 5.5845 0.2303 -4.6115 0.03 0.11 0.06
H 3.1771 0.2638 -3.9153 -0.02 -0.08 0.02
H 4.2650 -0.1083 -2.5736 -0.03 -0.07 0.01
H 3.1678 2.6842 -3.1553 0.05 -0.03 0.10
H 4.1151 2.1890 -1.7317 -0.06 0.05 -0.12
H 1.3586 1.3071 -2.2849 0.04 -0.03 0.15
H 1.8891 -0.2873 1.6695 0.07 -0.01 0.04
H -0.1841 -1.0882 2.7813 0.03 -0.08 0.06
H -0.3867 1.9145 -1.2171 0.00 0.08 -0.10
H -4.5698 0.4279 0.8508 -0.23 -0.09 0.10
H -4.4711 0.4672 3.5275 0.02 0.11 -0.01
H -5.3869 -0.9281 5.3541 -0.06 0.04 0.06
H -4.6349 -3.2702 5.5893 -0.03 -0.05 0.07
H -3.0368 -4.2230 4.0147 0.05 -0.09 -0.03
H -2.3161 -4.9159 1.8863 0.03 0.04 0.02
H -0.8165 -4.3078 1.1409 -0.04 -0.04 0.08
H -0.9562 -4.3774 2.9145 -0.03 0.01 -0.03
```
Forces are in eV/Å.

LUMO	0.63	eV
structure (SMILES)	CCOCCCNC(=O)c1ccc2c(c1)ncn2-c1ccccc1OC
2S+1	1
relative energy (zero: lowest compared OMol25 entry of this formula, charge and spin)	162.7	kJ/mol
Kohn-Sham gap	0.3367	Eh


(3)
Molecular formula: C20H23N5O2
Method: DFT, wB97M-V/def2-TZVPD

XYZ file:
```
50
Properties=species:S:1:pos:R:3:forces:R:3
C 0.7169 2.1487 -0.2571 -3.66 0.64 -2.58
C 1.2751 2.0103 0.9572 -2.80 1.63 2.33
C 2.5982 1.7884 1.1806 -0.87 -1.93 3.40
C 3.3843 1.4598 0.1252 -4.11 1.01 -6.11
O 4.5573 1.2285 0.4380 7.74 -1.24 2.09
C 5.5945 0.6236 -0.3734 1.49 9.74 2.70
C 5.5676 -0.6637 -0.2854 1.71 -14.89 0.17
C 4.4939 -1.4933 -0.9652 -0.53 -2.64 -4.85
N 3.2414 -1.4874 -0.3868 0.26 0.32 5.53
N 3.0887 -1.6710 1.1612 9.47 -1.67 -2.58
N 1.9604 -1.6511 1.4049 -8.24 1.90 -1.29
C 1.2178 -1.2815 0.2883 2.04 0.50 -2.26
C -0.1896 -0.9224 0.2499 4.74 0.59 -11.60
C -0.9738 -0.9212 1.2033 -5.85 0.30 11.67
C -2.3929 -0.5490 1.3894 1.39 -0.21 -3.00
C -2.9155 -0.2945 0.0613 -3.39 -0.33 8.69
N -4.2124 0.0373 -0.0909 -4.01 -0.86 1.71
C -5.0957 0.2029 1.2233 2.87 2.48 -3.08
C -6.2217 1.1647 0.6288 -3.31 -5.55 4.32
O -7.1386 0.3021 -0.2869 1.23 5.33 4.65
C -6.4175 -0.6105 -0.9185 4.55 -2.54 3.04
C -5.0332 -0.3908 -1.3029 -4.70 12.76 7.83
C -2.1899 -0.4120 -0.9843 7.86 -1.11 -13.87
C -0.7831 -0.5696 -1.3356 -5.49 -0.54 13.94
N 2.1971 -1.1149 -0.8931 -6.45 -1.03 3.03
C 2.8957 1.4469 -1.3055 -4.13 2.34 6.77
C 1.4901 1.8641 -1.3371 4.89 -1.16 1.58
H -0.4989 2.4545 -0.4865 3.80 -1.00 1.05
H 0.4699 2.2502 1.6848 1.37 -0.51 0.61
H 2.9413 1.4338 2.2521 -0.43 1.31 -2.29
H 6.6737 1.0070 -0.0398 -2.58 -0.20 -0.35
H 5.4701 0.8973 -1.3492 -0.28 1.24 -2.76
H 6.4558 -1.0810 -0.8739 -0.60 0.72 0.66
H 5.6601 -1.3478 0.6314 0.25 2.22 -0.17
H 4.6720 -2.7850 -1.0788 0.51 3.97 0.24
H 4.1704 -1.1079 -2.0666 1.47 -0.90 2.09
H -0.5436 -1.1407 2.2722 -0.31 0.11 -2.07
H -2.9832 -0.5586 2.3884 1.52 -0.09 -2.16
H -4.3676 0.8167 1.8444 -1.27 -0.40 -0.50
H -5.2697 -0.7249 1.8315 -0.66 0.72 -1.04
H -6.8382 1.3977 1.5672 0.22 -0.30 -1.43
H -6.0056 2.0907 0.2564 1.36 1.85 -1.69
H -6.4158 -1.6054 -0.5750 -0.21 -1.63 2.37
H -7.0404 -0.7472 -1.5850 -4.88 -1.73 -8.42
H -5.0459 0.6057 -1.8565 -0.18 -0.74 0.03
H -4.5349 -0.8512 -1.8605 6.73 -8.49 -8.02
H -2.5621 -0.4469 -2.1218 -0.87 0.66 2.77
H -0.1022 -0.7475 -2.0031 2.88 -0.67 -4.60
H 3.5019 1.4929 -2.1218 1.48 -0.40 -2.13
H 1.1127 1.9170 -2.2419 -2.01 0.41 -4.45
```
Forces are in eV/Å.

LUMO	0.33	eV
structure (SMILES)	c1ccc(OCCCn2nnc(-c3ccc(N4CCOCC4)cc3)n2)cc1
2S+1	1
relative energy (zero: lowest compared OMol25 entry of this formula, charge and spin)	1948.6	kJ/mol
Kohn-Sham gap	0.2634	Eh


What is the formula in the second record? C20H23N3O3